(P)
19
Properties=species:S:1:pos:R:3:lowdin_charge:R:1 method="wB97M-V/def2-TZVPD" homo_energy_ev="-7.88 / -6.54" charge=0 e_lumo_ev="0.382 / -0.338" homo_lumo_gap_ev="8.26 / 6.20"
C 2.7332 0.2135 -1.1269 -0.245
C -0.2111 1.0226 -1.3548 0.025
C -0.9300 -0.9011 -0.0677 -0.172
C 0.5009 -1.2627 0.4376 -0.251
C -1.2395 1.4396 0.7165 -0.024
N -0.9975 0.5096 -0.4025 -0.236
O 1.6328 1.2503 0.9286 -0.479
S 1.8877 -0.0490 0.2751 0.622
H 2.2315 -0.4347 -1.8841 -0.059
H -0.2660 2.0447 -1.4826 0.078
H 0.0645 0.2596 -1.9931 0.049
H -1.0722 -1.4301 -0.9217 0.086
H -1.5637 -1.2790 0.6388 0.093
H 0.3615 -1.3599 1.5739 0.111
H 1.1263 -2.1359 0.0342 0.110
H -0.4474 2.0485 0.7899 0.024
H -2.2198 1.8951 0.3944 0.117
H -1.5056 0.8163 1.5393 0.085
H 2.7959 -0.6044 1.2173 0.066

(Q)
19
Properties=species:S:1:pos:R:3:lowdin_charge:R:1 method="wB97M-V/def2-TZVPD" homo_energy_ev=-9.01 charge=0 e_lumo_ev=0.518 homo_lumo_gap_ev=9.53
C 1.6220 0.7296 0.9623 -0.212
C 1.2759 -0.4725 0.2600 -0.499
C -0.7170 -0.6666 -1.0783 -0.425
C -1.5673 0.6053 -1.1431 -0.357
C -0.1046 -1.1478 0.2777 -0.497
H 2.5696 0.5634 1.9639 0.188
H 0.8613 1.4545 1.3067 0.067
H 2.3661 1.1797 0.2513 0.069
H 2.2350 -1.1832 0.1792 0.140
H -1.0881 -1.4047 -1.6877 0.064
H -2.6303 0.5163 -0.8191 0.117
H -1.8300 0.8737 -2.2086 0.116
H 0.3303 1.6492 -0.5462 0.181
H 0.0772 -2.2376 0.0520 0.141
H -0.6436 0.0820 1.8429 0.103
H -1.9839 -1.2364 1.1137 0.200
N -0.8369 -0.9626 1.5313 0.007
O -0.9564 1.7339 -0.5384 -0.237
S 1.0206 -0.0764 -1.7196 0.834

Which of them is most stable? Easy: (Q).

(P)
17
Properties=species:S:1:pos:R:3:lowdin_charge:R:1 method="wB97M-V/def2-TZVPD" homo_energy_ev=-9.07 charge=0 e_lumo_ev=0.184 homo_lumo_gap_ev=9.26 smiles=OCCCSS.O
C -0.3144 0.3859 -1.5442 -0.224
C -1.2995 1.0904 -0.5425 -0.234
O -0.7256 1.4010 0.7405 -0.151
C 0.6509 -0.7893 -1.0505 -0.479
S 2.2039 -0.1723 -0.2282 0.439
S 2.0817 0.6388 1.7713 0.341
H 0.2525 1.0756 -2.1627 0.089
H -0.9395 -0.1619 -2.2659 0.100
H -1.9544 1.8247 -1.0225 0.111
H -1.9466 0.2473 -0.2019 0.114
H 0.0422 1.9953 0.7078 0.040
H 1.1046 -1.2357 -1.9471 0.068
H 0.1548 -1.4188 -0.3421 0.024
H 2.1108 -0.5966 2.3591 -0.189
H -1.1756 -1.1986 1.8342 0.047
H 0.1946 -1.2684 2.1667 -0.037
O -0.4405 -1.8174 1.7278 -0.057

(Q)
17
Properties=species:S:1:pos:R:3:lowdin_charge:R:1 method="wB97M-V/def2-TZVPD" homo_energy_ev=-8.54 charge=0 e_lumo_ev=0.391 homo_lumo_gap_ev=8.93 smiles=OCCCSS.O
C 0.6453 0.8117 -1.0123 -0.189
C 0.1417 -0.5565 -1.5265 -0.301
O -1.2034 -0.7288 -1.2819 -0.035
C 0.9831 0.6439 0.5604 -0.519
S -0.1625 1.4545 1.6874 0.388
S -1.4748 2.5674 0.9096 0.270
H -0.1447 1.5448 -1.1596 0.054
H 1.6168 1.0850 -1.5186 0.119
H 0.1412 -0.5909 -2.6607 0.135
H 0.6832 -1.3775 -1.2038 0.086
H -1.4136 -1.1022 -0.4815 0.034
H 1.9820 1.0994 0.6169 0.064
H 1.0714 -0.4257 0.8725 0.039
H -2.6330 2.2633 0.2998 -0.170
H -0.3427 -2.9277 1.8294 0.051
H -0.0340 -1.6369 2.4238 0.014
O 0.1437 -2.1237 1.6451 -0.040

Which of them is most stable? Easy: (P).

(P)
13
Properties=species:S:1:pos:R:3:lowdin_charge:R:1 method="wB97M-V/def2-TZVPD" homo_energy_ev="-6.97 / -6.71" charge=0 e_lumo_ev="-1.490 / -1.791" homo_lumo_gap_ev="5.48 / 4.92"
C 0.9946 0.2627 0.0493 -0.334
N -1.8727 -1.1739 -0.4020 0.123
C 0.1504 0.0777 -1.0252 -0.109
C -1.1793 0.0304 -0.4444 -0.216
C 2.2676 0.6722 0.2472 0.017
C -0.1270 0.3085 1.1941 -0.226
N -0.4450 0.4651 2.3144 0.183
H -2.6229 -1.1983 0.2811 0.110
H -1.2773 -1.9941 -0.3495 0.114
H 0.4339 -0.1394 -2.0470 0.102
H -1.8623 0.8812 -0.4955 0.135
H 2.8151 1.1599 -0.5505 0.053
H 2.7249 0.6480 1.2279 0.048

(Q)
13
Properties=species:S:1:pos:R:3:lowdin_charge:R:1 method="wB97M-V/def2-TZVPD" homo_energy_ev=-8.97 charge=0 e_lumo_ev=0.377 homo_lumo_gap_ev=9.35 smiles="C=C=N.C#C.C#N"
N -0.6736 -0.7146 -1.1063 0.080
C -0.9432 -0.0343 -0.0815 -0.317
C 1.1598 -2.1376 -0.7030 -0.106
C -1.7859 0.2072 0.8931 0.003
N 1.9987 -1.6965 -0.0377 0.062
C 1.0497 1.0594 0.4289 -0.060
C 0.9609 2.2637 0.4715 0.063
H -0.4735 -0.2032 -1.9604 0.085
H 1.6162 0.1246 0.3495 -0.006
H 0.6114 -2.8374 -1.2902 0.065
H -2.8448 0.0847 0.7426 0.061
H -1.4448 0.5837 1.8371 0.048
H 0.7689 3.3004 0.4564 0.021

(R)
13
Properties=species:S:1:pos:R:3:lowdin_charge:R:1 method="wB97M-V/def2-TZVPD" homo_energy_ev=-8.65 charge=0 e_lumo_ev=0.901 homo_lumo_gap_ev=9.55
C -0.0789 0.2525 -1.5485 -0.123
C -0.9593 1.1080 -0.6880 -0.099
C 0.4544 -0.8503 1.8879 -0.215
C 1.1342 -1.1589 0.6379 -0.007
C 0.4998 -0.3221 -0.3306 -0.219
H 0.4314 0.8919 -2.3626 0.139
H -0.7514 -0.5595 -2.0105 0.143
H -2.1576 1.2242 -0.6495 0.168
H -0.4760 2.0575 -0.7101 0.093
H 0.9256 -1.0826 2.9125 0.129
H 1.9247 -1.7796 0.6877 0.030
N -0.4231 0.2470 0.4013 -0.129
N -0.5237 -0.0280 1.7724 0.088

(S)
13
Properties=species:S:1:pos:R:3:lowdin_charge:R:1 method="wB97M-V/def2-TZVPD" homo_energy_ev=-9.27 charge=0 e_lumo_ev=0.595 homo_lumo_gap_ev=9.86 smiles=N#C[C@H]1[C@H]2CCN21
N 2.3113 0.9336 1.4270 0.161
C 1.5801 0.7165 0.5912 -0.309
C 1.2545 -0.0679 -0.6143 -0.047
C -0.0269 -0.4944 -0.9573 -0.294
C -0.9558 -0.9146 0.1284 -0.116
C -0.9592 0.5191 0.6116 -0.179
N -0.1251 0.9589 -0.5575 0.043
H 1.9449 0.2804 -1.3725 0.138
H -0.0989 -0.7540 -2.0073 0.151
H -1.9319 -1.2104 -0.2546 0.114
H -0.5784 -1.6744 0.8118 0.118
H -1.9274 1.0170 0.6137 0.119
H -0.4872 0.6902 1.5799 0.101

Which of them is most stable? Easy: (R).

(P)
19
Properties=species:S:1:pos:R:3:lowdin_charge:R:1 method="wB97M-V/def2-TZVPD" homo_energy_ev=-9.76 charge=0 e_lumo_ev=0.582 homo_lumo_gap_ev=10.34 smiles="CC(=O)NCO.O.O"
O -1.0130 -0.5502 1.2682 0.034
C 0.0070 -0.0885 0.8417 -0.459
N 0.1384 1.3258 0.8723 0.036
C 1.3442 1.9986 0.4464 -0.246
O 1.3166 2.1779 -0.9982 -0.097
C 1.1539 -0.9147 0.0946 0.028
H -0.6234 2.0464 1.1484 0.158
H 2.3416 1.4483 0.5364 0.134
H 1.2941 3.0101 0.9274 0.130
H 0.7634 1.6332 -1.5417 0.062
H 1.6741 -0.3793 -0.6718 0.057
H 0.5730 -1.7252 -0.3496 0.067
H 1.7370 -1.4822 0.7889 0.073
H -2.7492 0.7817 1.5334 0.043
H -3.0610 1.2822 0.1517 0.070
O -2.6364 1.5893 0.9916 -0.090
H -0.6069 -4.8484 -2.0474 0.050
H -1.1385 -3.4055 -1.7723 -0.017
O -0.5149 -3.8994 -2.2198 -0.031

(Q)
19
Properties=species:S:1:pos:R:3:lowdin_charge:R:1 method="wB97M-V/def2-TZVPD" homo_energy_ev=-9.68 charge=0 e_lumo_ev=0.677 homo_lumo_gap_ev=10.36 smiles="CCNC(=O)O.O.O"
C -1.3133 -0.7080 1.9375 -0.207
N -1.5478 -0.5183 0.4126 0.069
C -0.4082 -0.3225 -0.3812 -0.575
O -0.7157 -0.0173 -1.5934 0.096
O 0.7027 -0.2242 0.2489 -0.023
C -0.7661 0.5869 2.5623 -0.119
H -0.5065 -1.4888 2.1742 0.128
H -2.2486 -1.0295 2.3809 0.096
H -2.4200 -0.1912 0.0214 0.127
H 0.1584 -0.0960 -2.2979 0.159
H 0.0245 1.1132 1.9728 0.073
H -1.6591 1.3223 2.6432 0.093
H -0.4475 0.2104 3.5483 0.070
H 2.5802 1.3292 -0.8201 0.082
H 1.8309 0.1111 -0.8560 -0.081
O 2.5195 0.4972 -1.3278 -0.043
H 1.4072 -0.7212 -4.0841 0.055
H 1.7271 0.1142 -2.9108 0.013
O 1.0825 0.0326 -3.6307 -0.011

Which of them is most stable? Easy: (Q).

(P)
19
Properties=species:S:1:pos:R:3:lowdin_charge:R:1 method="wB97M-V/def2-TZVPD" homo_energy_ev=-8.56 charge=0 e_lumo_ev=-4.635 homo_lumo_gap_ev=3.92
C -2.1424 0.1655 -0.9619 0.335
C 1.6244 -1.6470 -0.0904 -0.211
O 2.5701 -1.1850 0.7896 -0.119
C -1.9036 -0.1219 0.4093 -0.553
N -2.3353 0.8802 1.3204 0.148
O -1.4028 -1.1408 0.8778 0.103
H -2.8651 0.9548 -1.0971 0.098
H -1.5620 -0.3365 -1.7191 0.094
H 0.6268 -1.1886 0.0970 0.052
H 1.9500 -1.6003 -1.1399 0.087
H 1.4052 -2.6749 0.2246 0.083
H -3.2059 1.2981 1.0157 0.089
H -2.4203 0.4472 2.2312 0.109
H 0.7213 0.8791 -2.1585 0.038
H 1.2800 1.1616 -0.6417 -0.012
O 0.4732 0.8516 -1.2401 -0.080
H 2.6317 -0.1844 0.7532 0.032
H 2.2161 2.0498 1.0091 -0.018
O 2.3387 1.3914 0.3208 -0.273

(Q)
19
Properties=species:S:1:pos:R:3:lowdin_charge:R:1 method="wB97M-V/def2-TZVPD" homo_energy_ev=-9.39 charge=0 e_lumo_ev=0.318 homo_lumo_gap_ev=9.71 smiles="NCCC(=O)O.O.O"
C 0.8037 -1.2144 -2.0618 -0.267
C -0.7243 -1.3027 -2.1979 -0.103
C -1.1551 -1.0559 -0.7957 -0.572
O -2.2411 -1.7504 -0.3996 0.059
O -0.7591 -0.1620 -0.1036 0.074
N 1.5911 0.1037 -1.9748 -0.025
H 1.2400 -1.9720 -2.6550 0.076
H 1.0539 -1.6757 -1.0252 0.133
H -0.8653 -2.2840 -2.6250 0.105
H -1.1085 -0.6973 -3.1370 0.173
H -2.5006 -1.1970 0.5552 0.246
H 1.8087 0.2490 -0.9028 0.094
H 1.0532 0.9692 -2.2207 0.068
H 2.1298 2.7456 4.9789 0.043
H 1.1910 1.6503 4.3367 0.040
O 1.2310 2.3570 5.0177 -0.090
H 0.1683 2.7316 0.7477 0.091
H 0.1911 1.2121 0.9059 -0.114
O 0.6387 1.9280 1.1352 -0.031

Which of them is most stable? Easy: (Q).

(P)
19
Properties=species:S:1:pos:R:3:lowdin_charge:R:1 method="wB97M-V/def2-TZVPD" homo_energy_ev=-9.62 charge=0 e_lumo_ev=0.650 homo_lumo_gap_ev=10.27 smiles="O=CNCCO.O.O"
C 1.0560 1.1563 -0.2151 -0.349
N 0.4201 1.0483 0.9862 0.018
C -1.0013 1.2945 1.2053 -0.170
C -1.6797 0.0457 1.7895 -0.225
O -0.8440 -1.0797 1.5736 -0.105
O 2.1483 0.6386 -0.3311 -0.006
H 0.5042 1.7516 -1.0030 0.157
H 0.7771 0.4448 1.7110 0.141
H -1.1379 2.1851 1.8341 0.111
H -1.4286 1.5794 0.2313 0.115
H -1.7435 -0.0066 2.8742 0.115
H -2.6629 -0.1732 1.3446 0.119
H -0.7481 -1.2439 0.6218 0.044
H 2.6418 -1.6512 -3.1393 0.050
H 2.5827 -0.6057 -2.0390 0.026
O 2.1028 -0.9112 -2.8292 -0.065
H -0.7614 -2.1267 -1.5014 0.065
H 0.3165 -1.1486 -1.7869 0.017
O -0.5422 -1.1976 -1.3266 -0.058

(Q)
19
Properties=species:S:1:pos:R:3:lowdin_charge:R:1 method="wB97M-V/def2-TZVPD" homo_energy_ev=-9.17 charge=0 e_lumo_ev=0.428 homo_lumo_gap_ev=9.60
H 0.3482 -1.6964 0.4527 0.039
O 1.3018 -1.7652 1.3293 0.060
O -0.2941 -1.6968 -0.4737 0.018
H 2.1177 -1.6015 0.8210 0.083
H 1.2345 -0.9971 1.8964 0.095
C -1.3009 -0.8687 -0.5491 -0.582
O -1.8795 -0.6444 -1.5895 0.069
C -1.6128 0.0601 0.6550 -0.131
H -2.6126 0.4721 0.4740 0.115
N -0.4923 1.0065 0.6206 -0.123
H -0.5239 1.6143 1.4304 0.103
H -1.6288 -0.3962 1.6524 0.116
C -0.3109 1.8186 -0.5752 -0.122
H 0.6667 2.2874 -0.4705 0.074
H -0.1907 1.1768 -1.4491 0.074
H -0.9989 2.6429 -0.7415 0.078
O 2.2347 -0.4829 -0.7995 -0.057
H 1.4588 -0.9751 -1.1247 0.037
H 2.4829 0.0455 -1.5592 0.055

Which of them is most stable? Easy: (P).